# 1
Density functional theory data (ωB97M-V/def2-TZVPD) for a molecular structure, C6H13N3O5Pd.

```
28
Properties=species:S:1:pos:R:3:lowdin_charge:R:1
Pd 0.24 -0.25 -0.36 1.0460
O 2.90 0.35 0.64 -0.0735
O 0.89 -4.10 -0.18 0.0733
O 0.96 -2.01 -0.99 -0.1780
O -0.90 1.20 0.37 -0.1718
O -2.29 1.39 2.12 0.0684
N 0.33 -1.05 1.47 -0.2835
N 0.99 -0.03 -3.17 -0.0212
N -0.02 0.46 -2.28 -0.1444
C -1.35 0.88 1.56 -0.6181
C 1.68 -1.23 2.07 -0.1466
C 0.62 -2.93 -0.11 -0.6330
C -0.54 -0.21 2.33 -0.0673
C -0.20 -2.39 1.10 -0.0872
C 2.59 -0.01 1.97 -0.2388
H -0.95 0.18 -2.56 0.1069
H -0.14 -3.09 1.94 0.1326
H 2.16 -2.07 1.57 0.1301
H 0.01 1.47 -2.28 0.1063
H 1.55 -1.52 3.12 0.1401
H 2.13 0.87 2.42 0.1197
H -1.19 -0.82 2.96 0.1358
H 3.34 -0.39 0.20 0.0939
H -1.24 -2.28 0.80 0.1312
H 1.11 -1.02 -2.97 0.0513
H 0.10 0.38 2.99 0.1231
H 3.49 -0.24 2.55 0.1258
H 0.69 0.08 -4.13 0.0789
```

Results
Orbital gap in eV: 9.74
Electronic energy in hartree: -904.7781
Energy above the lowest of the compared OMol25 structures with the same formula, charge and spin in kcal per mole: 0.0
HOMO in eV: -9.415
E_LUMO in Eh: 0.012
Net charge: 0

# 2
Density functional theory data (ωB97M-V/def2-TZVPD) for C9H20O2 in the gas phase.

```
31
Properties=species:S:1:pos:R:3:lowdin_charge:R:1
O 0.09 0.45 1.76 -0.1132
O 2.20 2.49 1.71 -0.1740
C -0.60 -1.55 -1.51 -0.2662
C 1.33 0.27 1.12 -0.2113
C -3.05 -1.13 0.40 -0.0755
C -1.84 -0.19 0.32 -0.3519
C -0.90 -0.52 1.48 -0.1973
C -1.21 -0.22 -1.08 -0.1928
C 0.14 -1.43 -2.84 -0.1125
C 2.40 2.99 0.41 -0.1135
C 2.38 1.10 1.83 -0.2014
H 0.59 -2.38 -3.14 0.0690
H 0.93 -0.69 -2.77 0.0699
H -0.46 0.57 -1.16 0.0996
H 1.57 2.77 -0.27 0.0807
H -1.51 -0.58 2.39 0.1277
H -2.18 0.83 0.50 0.1419
H 2.50 4.07 0.49 0.0885
H 0.08 -1.93 -0.75 0.0966
H -2.73 -2.18 0.43 0.0802
H 1.29 0.56 0.06 0.1036
H -3.63 -0.94 1.30 0.0779
H -0.43 -1.50 1.34 0.1198
H 3.38 0.82 1.45 0.1241
H 1.64 -0.79 1.15 0.1295
H 2.33 0.89 2.90 0.1309
H 3.33 2.60 -0.03 0.0902
H -1.39 -2.30 -1.60 0.1072
H -2.00 0.05 -1.80 0.1176
H -3.70 -1.01 -0.46 0.0806
H -0.53 -1.12 -3.64 0.0740
```

Results
Orbital gap in eV: 10.43
Electronic energy in hartree: -505.3592
SMILES: CCC[C@@H](C)COCCOC
Energy above the lowest of the compared OMol25 structures with the same formula, charge and spin in kcal per mole: 6.3
HOMO in eV: -9.465
E_LUMO in Eh: 0.036
Net charge: 0